51
Properties=species:S:1:pos:R:3:nbo_charge:R:1 method="wB97M-V/def2-TZVPD" homo_lumo_gap_ha="0.25814 / 0.24122" total_charge=-2 multiplicity=5 e_above_lowest_kcal_mol=1.4
Fe 0.74 -0.60 -1.32 1.5896
N -0.76 -2.90 -3.20 0.7358
O -1.99 -2.93 -3.40 -0.5140
O 0.04 -3.51 -3.92 -0.4636
O -0.32 -2.20 -2.22 -0.6702
N 3.02 -2.03 0.68 0.7338
O 3.59 -3.12 0.55 -0.4787
O 2.06 -1.72 -0.09 -0.6217
O 3.37 -1.21 1.55 -0.5576
N 3.03 -0.27 -3.89 0.7337
O 2.95 -1.00 -4.87 -0.4761
O 3.90 0.63 -3.81 -0.5584
O 2.19 -0.37 -2.94 -0.6407
N -1.08 1.51 -3.27 0.7312
O -0.47 0.95 -2.31 -0.6552
O -1.80 0.85 -4.01 -0.4691
O -0.98 2.75 -3.38 -0.5434
C -0.54 -2.91 1.04 -0.6168
C -1.55 -1.85 0.69 -0.0796
C -2.50 -1.46 1.80 -0.0624
O -3.38 -0.46 1.34 -0.5442
C -4.15 0.11 2.37 -0.2405
N -0.90 -0.66 0.03 -0.8775
H -1.04 -3.80 1.45 0.1895
H 0.13 -2.56 1.83 0.1962
H 0.04 -3.16 0.16 0.2707
H -2.17 -2.28 -0.11 0.2160
H -1.91 -1.06 2.65 0.1484
H -3.02 -2.36 2.15 0.1636
H -4.25 -0.57 3.22 0.1600
H -5.17 0.27 2.01 0.1778
H -3.75 1.07 2.71 0.1667
H -0.74 -0.01 0.80 0.3816
H -1.64 -0.18 -0.49 0.4046
C 3.19 1.81 1.47 -0.6241
C 1.83 1.42 0.97 -0.0859
C 0.82 2.50 1.26 -0.0440
O -0.50 2.02 1.10 -0.5541
C -1.45 3.05 1.12 -0.2404
N 1.81 1.07 -0.49 -0.8800
H 3.92 1.09 1.09 0.2492
H 3.27 1.72 2.55 0.2104
H 3.44 2.82 1.13 0.1880
H 1.45 0.53 1.49 0.2164
H 1.04 3.38 0.62 0.1596
H 0.93 2.88 2.29 0.1533
H -2.38 2.62 0.73 0.2011
H -1.16 3.89 0.48 0.1778
H -1.61 3.41 2.14 0.1450
H 2.79 0.89 -0.71 0.4020
H 1.62 1.90 -1.06 0.3960



35
Properties=species:S:1:pos:R:3:nbo_charge:R:1 method="wB97M-V/def2-TZVPD" homo_lumo_gap_ha=0.25144 total_charge=-1 multiplicity=1 e_above_lowest_kcal_mol=28.8
I 0.11 -0.54 3.37 -0.9608
C 0.88 1.31 -0.61 -0.6198
C 2.37 1.27 -0.26 -0.0587
C 2.97 2.59 0.27 -0.0689
O 4.38 2.33 0.45 -0.5287
C 5.07 3.45 0.88 -0.2379
N 2.45 0.22 0.73 -0.8660
H 0.74 1.98 -1.46 0.1703
H 0.24 1.83 0.11 0.2172
H 0.50 0.34 -0.94 0.2166
H 2.84 1.02 -1.21 0.1756
H 2.46 2.85 1.20 0.1795
H 2.74 3.32 -0.51 0.1562
H 4.61 3.76 1.82 0.1630
H 4.97 4.26 0.16 0.1429
H 6.16 3.41 0.96 0.1818
H 2.15 -0.69 0.40 0.3585
H 1.74 0.32 1.44 0.3917
C -2.28 -3.84 0.52 -0.6158
C -2.32 -2.54 -0.29 -0.0807
C -3.43 -1.53 0.11 -0.0901
O -3.44 -0.32 -0.70 -0.5538
C -3.87 -0.41 -2.03 -0.2408
N -1.05 -1.94 -0.03 -0.8332
H -1.51 -4.49 0.12 0.2162
H -3.19 -4.43 0.47 0.1897
H -1.94 -3.62 1.54 0.2269
H -2.39 -2.79 -1.35 0.1679
H -3.27 -1.18 1.13 0.2106
H -4.42 -1.97 0.20 0.1540
H -4.94 -0.63 -1.94 0.1562
H -3.33 -1.19 -2.56 0.1633
H -3.77 0.56 -2.50 0.1862
H -1.06 -1.71 0.95 0.3833
H -1.19 -1.02 -0.43 0.3477



34
Properties=species:S:1:pos:R:3:nbo_charge:R:1 method="wB97M-V/def2-TZVPD" homo_lumo_gap_ha="0.33411 / 0.33408" total_charge=+2 multiplicity=1 e_above_lowest_kcal_mol=0.0 smiles="C=P[C@@H]([NH+](C)C)P(C)C[NH+](C)C"
C -3.71 -0.93 -0.05 -0.7028
P -2.13 -1.35 -0.50 0.5856
C -0.94 -0.71 0.94 -0.6418
N -0.31 -2.04 1.42 -0.3911
C 1.10 -2.03 2.03 -0.4210
C -1.40 -2.68 2.23 -0.4071
P 0.31 0.67 0.76 0.8406
C -0.71 2.09 0.26 -0.9885
C 0.94 0.39 -0.99 -0.5374
N 1.33 1.62 -1.71 -0.3658
C 2.48 2.31 -0.97 -0.4212
C 1.60 1.40 -3.18 -0.3934
H -4.20 -0.63 0.91 0.2556
H -4.47 -1.16 -0.75 0.2497
H -1.61 -0.45 1.81 0.2681
H -0.21 -2.58 0.50 0.4335
H 1.78 -1.48 1.38 0.2278
H 1.02 -1.40 3.00 0.2528
H 1.38 -3.10 2.22 0.2638
H -1.66 -1.84 2.95 0.2221
H -2.15 -2.91 1.58 0.2292
H -1.12 -3.58 2.84 0.2676
H -0.11 3.04 0.24 0.2661
H -1.57 2.46 0.78 0.3029
H -1.10 1.93 -0.71 0.2146
H 1.79 -0.27 -1.06 0.2424
H 0.11 -0.14 -1.60 0.2484
H 0.47 2.19 -1.65 0.4499
H 2.68 1.65 -0.12 0.2271
H 3.42 2.36 -1.49 0.2639
H 2.15 3.23 -0.59 0.2430
H 1.53 2.33 -3.68 0.2492
H 2.52 0.89 -3.24 0.2323
H 0.80 0.73 -3.57 0.2338



45
Properties=species:S:1:pos:R:3:nbo_charge:R:1 method="wB97M-V/def2-TZVPD" homo_lumo_gap_ha=0.39932 multiplicity=1 e_above_lowest_kcal_mol=47.1 smiles="COP(=O)(OC)OC.COP(=O)(OC)OC.O=S1(=O)OCCO1"
C -4.05 24.90 1.01 -0.2549
O -4.42 23.67 1.69 -0.8408
P -5.17 22.34 1.09 2.5318
O -4.98 22.13 -0.39 -1.0805
O -4.54 21.16 2.09 -0.7933
C -3.15 20.78 2.00 -0.2542
O -6.63 22.61 1.69 -0.7960
C -7.70 22.99 0.88 -0.2497
H -4.19 24.79 -0.06 0.1946
H -2.97 25.04 0.94 0.2040
H -4.57 25.72 1.49 0.1891
H -2.78 21.12 2.97 0.1849
H -2.57 21.35 1.27 0.1979
H -2.89 19.72 1.99 0.1974
H -7.34 23.51 -0.01 0.1879
H -8.51 23.58 1.30 0.1954
H -8.21 22.07 0.58 0.1840
C -7.18 28.96 -6.53 -0.2643
O -5.79 29.18 -6.43 -0.7842
P -4.98 28.06 -5.58 2.5405
O -4.73 26.74 -6.25 -1.0707
O -5.69 28.01 -4.10 -0.8136
C -5.91 26.84 -3.37 -0.2837
O -3.65 28.90 -5.36 -0.8214
C -3.52 29.76 -4.24 -0.2484
H -7.47 29.00 -7.58 0.1920
H -7.73 29.83 -6.17 0.1920
H -7.46 27.99 -6.13 0.1893
H -5.45 26.83 -2.38 0.1933
H -5.69 25.90 -3.89 0.2099
H -6.89 26.46 -3.08 0.1943
H -4.52 30.17 -4.10 0.1971
H -2.82 30.56 -4.43 0.1958
H -3.06 29.19 -3.43 0.1867
O -0.52 24.16 -1.55 -0.8289
S -1.27 25.36 -1.98 2.4236
O -1.96 26.28 -1.02 -0.8629
O -0.33 26.21 -3.07 -0.6864
C -0.88 26.50 -4.34 -0.0819
C -2.19 25.74 -4.39 -0.0936
O -2.33 24.91 -3.22 -0.6676
H -1.15 27.56 -4.34 0.1781
H -0.12 26.37 -5.12 0.2057
H -2.15 25.16 -5.32 0.2138
H -2.95 26.51 -4.52 0.1982



48
Properties=species:S:1:pos:R:3:nbo_charge:R:1 method="wB97M-V/def2-TZVPD" homo_lumo_gap_ha=0.24457 total_charge=-1 multiplicity=1
O 4.42 -0.40 -1.60 -0.6255
C 4.10 0.73 -1.41 0.8352
N 3.68 1.83 -1.17 -0.7205
B 3.02 2.48 -2.48 0.5028
O 3.75 3.78 -2.73 -0.9352
C 1.43 2.84 -2.30 -0.6954
C 0.71 1.73 -1.46 0.0825
C -0.52 1.12 -2.11 -0.1687
O -0.58 2.05 -0.98 -0.5571
H 3.20 1.75 -3.44 -0.1376
H 3.59 4.28 -1.93 0.4390
H 1.21 3.78 -1.80 0.1876
H 0.91 2.72 -3.25 0.1981
H 1.32 1.06 -0.87 0.2278
H -0.89 1.52 -3.03 0.1756
H -0.50 0.08 -1.82 0.1849
C 0.99 0.67 2.09 0.7707
O 1.46 0.66 0.98 -0.6221
N 0.19 1.70 2.52 -0.8745
N 1.21 -0.32 3.01 -0.8723
H -0.23 1.74 3.44 0.3779
H 0.00 2.44 1.87 0.4255
H 1.80 -1.08 2.74 0.4094
H 0.83 -0.31 3.94 0.3973
C 2.19 0.86 6.33 0.7745
O 1.23 0.10 6.41 -0.6904
N 2.41 1.62 5.22 -0.8365
N 3.10 1.01 7.34 -0.8497
H 3.18 2.25 5.12 0.3934
H 1.75 1.53 4.47 0.4114
H 2.96 0.46 8.17 0.4041
H 3.89 1.62 7.29 0.3881
C -2.94 -1.51 -0.99 0.7824
O -2.52 -1.56 -2.13 -0.6811
N -3.70 -0.47 -0.54 -0.8372
N -2.69 -2.48 -0.07 -0.8456
H -4.05 -0.40 0.39 0.3852
H -3.89 0.27 -1.19 0.4139
H -2.13 -3.26 -0.36 0.4058
H -3.02 -2.46 0.88 0.3870
C -3.84 -4.81 -4.46 0.7720
O -3.80 -5.98 -4.80 -0.6815
N -4.59 -3.88 -5.12 -0.8553
N -3.14 -4.33 -3.40 -0.8536
H -4.64 -2.91 -4.86 0.3917
H -5.13 -4.19 -5.91 0.3990
H -2.57 -4.98 -2.89 0.3973
H -3.16 -3.36 -3.11 0.4194



40
Properties=species:S:1:pos:R:3:nbo_charge:R:1 method="wB97M-V/def2-TZVPD" homo_lumo_gap_ha=0.25645 multiplicity=1 e_above_lowest_kcal_mol=0.0
Zn -17.97 15.25 2.98 1.5151
I -20.46 13.99 2.49 -0.8094
I -17.25 14.59 5.59 -0.8031
C -14.68 13.52 0.90 -0.6324
C -15.37 14.16 2.10 -0.0838
C -15.09 15.67 2.13 -0.0667
O -15.99 16.38 2.97 -0.5880
C -15.47 17.66 3.31 -0.2415
N -16.85 13.83 2.04 -0.9358
H -14.86 12.46 0.75 0.2290
H -13.58 13.57 0.95 0.2271
H -14.99 14.09 0.02 0.1957
H -15.01 13.71 3.03 0.2310
H -15.26 16.07 1.12 0.1507
H -14.04 15.79 2.40 0.2009
H -14.65 17.55 4.02 0.1878
H -16.29 18.19 3.79 0.2128
H -15.11 18.21 2.43 0.1703
H -16.86 12.86 2.34 0.4145
H -17.09 13.79 1.05 0.3807
C -20.16 17.25 4.24 -0.0977
C -20.36 18.65 4.84 -0.0976
O -20.52 19.67 3.85 -0.7356
O -18.86 17.16 3.65 -0.8260
H -20.89 17.02 3.47 0.1800
H -20.21 16.59 5.11 0.2224
H -19.44 18.89 5.37 0.1907
H -21.20 18.64 5.54 0.1751
H -21.29 19.44 3.32 0.4632
H -18.68 17.98 3.16 0.5129
C -18.78 18.61 0.69 -0.0948
C -19.22 17.16 0.68 -0.1023
O -18.15 16.29 1.07 -0.7688
O -18.13 18.94 1.93 -0.7335
H -19.66 19.24 0.51 0.1905
H -18.03 18.78 -0.09 0.1671
H -19.47 16.93 -0.36 0.1877
H -20.11 16.94 1.26 0.2306
H -17.59 16.25 0.29 0.4855
H -18.16 19.89 2.02 0.4957



35
Properties=species:S:1:pos:R:3:nbo_charge:R:1 method="wB97M-V/def2-TZVPD" homo_lumo_gap_ha=0.39487 total_charge=+1 multiplicity=1 e_above_lowest_kcal_mol=32.3 smiles=CCO[Si@H](C)[C@H](CC)[NH2+]CCN
C -3.00 -2.58 0.73 -0.6532
C -2.53 -1.77 -0.52 -0.0550
O -1.59 -0.72 -0.25 -0.9315
Si -1.84 0.67 0.67 1.6124
C -2.55 2.05 -0.44 -1.1219
C 0.37 0.84 0.90 -0.3501
C 0.98 2.11 0.38 -0.4646
C 0.61 2.20 -1.10 -0.6403
N 1.07 -0.37 0.26 -0.5792
C 2.09 -0.93 1.13 -0.2139
C 3.04 -1.60 0.21 -0.2611
N 3.64 -0.60 -0.72 -0.8627
H -2.25 -2.76 1.50 0.2139
H -3.86 -2.12 1.10 0.2137
H -3.40 -3.53 0.52 0.2404
H -3.44 -1.45 -1.05 0.1881
H -1.84 -2.33 -1.15 0.1890
H -2.24 0.50 1.99 -0.2004
H -1.73 2.75 -0.63 0.2581
H -2.64 1.48 -1.45 0.2673
H -3.42 2.44 0.07 0.2641
H 0.36 0.68 1.99 0.2147
H 1.98 2.29 0.73 0.2234
H 0.35 2.78 0.97 0.2238
H 1.46 1.77 -1.77 0.2287
H -0.32 1.66 -1.33 0.2077
H 0.35 3.32 -1.31 0.2419
H 1.58 -0.13 -0.56 0.4512
H 0.22 -0.98 -0.03 0.4696
H 2.62 0.02 1.57 0.2072
H 1.69 -1.43 1.91 0.2264
H 3.82 -2.16 0.76 0.2134
H 2.62 -2.44 -0.46 0.2101
H 4.20 0.03 -0.23 0.3726
H 4.07 -1.14 -1.48 0.3960



46
Properties=species:S:1:pos:R:3:nbo_charge:R:1 method="wB97M-V/def2-TZVPD" homo_lumo_gap_ha=0.18358 multiplicity=1 e_above_lowest_kcal_mol=118.7
Zn -6.33 5.54 18.06 1.7254
C -6.35 6.45 20.30 0.9173
O -7.17 6.80 19.47 -0.9384
O -5.54 5.60 19.83 -1.0067
O -6.18 6.79 21.46 -0.8139
C -4.42 3.09 17.18 0.7793
O -5.23 4.00 17.47 -0.7557
N -4.37 1.98 17.83 -0.8106
N -3.55 3.21 16.23 -0.7944
H -3.98 1.16 17.39 0.3850
H -4.71 1.93 18.78 0.4277
H -3.03 2.40 15.92 0.3852
H -3.59 4.01 15.62 0.4134
C -4.40 7.74 17.10 0.7858
O -5.14 6.76 17.22 -0.7766
N -3.47 7.91 17.95 -0.7816
N -4.48 8.68 16.20 -0.8151
H -3.26 7.30 18.73 0.4392
H -2.79 8.66 17.90 0.3751
H -5.32 8.57 15.64 0.3971
H -3.96 9.54 16.13 0.4076
C -8.65 3.68 18.90 0.7979
O -7.74 4.24 18.47 -0.6766
N -9.87 3.55 18.55 -0.8115
N -8.53 2.97 20.04 -0.8249
H -10.50 3.27 19.29 0.3900
H -10.30 4.01 17.76 0.3945
H -7.66 2.60 20.40 0.4061
H -9.33 2.41 20.30 0.3543
C -7.77 4.04 15.15 -0.6197
C -7.67 5.58 15.07 -0.0679
C -8.85 6.28 14.36 -0.0723
O -8.97 5.85 12.96 -0.5571
C -9.93 6.59 12.25 -0.2526
N -7.58 6.02 16.46 -0.8545
H -7.97 3.56 14.19 0.2197
H -8.63 3.81 15.78 0.1961
H -6.94 3.49 15.62 0.2345
H -6.77 6.01 14.62 0.1944
H -8.73 7.36 14.37 0.1651
H -9.86 6.11 14.73 0.1680
H -10.26 6.24 11.27 0.1983
H -9.36 7.50 12.07 0.1701
H -10.84 6.75 12.83 0.1644
H -7.49 7.03 16.40 0.3719
H -8.53 6.12 16.77 0.3666



Maximum force (computed, eV/Å): 2.02 2.64 4.83 4.35 3.02 2.05 4.99 7.42